[1]
Density functional theory data (ωB97M-V/def2-TZVPD) for a structure of composition C36H40CdP2 in a non-equilibrium geometry.

Output
energy relative to the best compared isomer or geometry (same formula, charge and spin) = 267.0 kJ/mol
frontier orbital gap (alpha / beta) = 5.00 / 5.25 eV
highest occupied orbital energy (alpha / beta) = -0.18274 / -0.17922 hartree

Each line ends with the Mulliken charge.
CARTESIAN COORDINATES (ANGSTROEM)
Cd1 -0.3300 1.1261 1.7571  0.50
C1 -1.7432 0.9255 -2.9059  -0.23
C2 -1.7292 -0.3828 -2.6275  -0.02
C3 -1.1217 -1.4206 -3.5467  -1.35
C4 0.3021 -1.1199 -4.0894  -1.08
C5 1.1135 -0.1467 -3.2759  0.17
C6 1.0883 1.1909 -3.2790  0.12
C7 0.1886 2.0434 -4.1452  -0.95
C8 -1.2806 1.5608 -4.1987  -1.09
C9 1.1922 -0.1579 3.0738  -1.84
H1 -2.2343 1.6255 -2.2332  0.62
H2 -2.3104 -0.7861 -1.7839  0.65
H3 -1.8450 -1.5126 -4.3910  0.58
H4 -1.0811 -2.4201 -3.0816  0.13
H5 0.8622 -2.0824 -4.1518  0.41
H6 0.1860 -0.7594 -5.1255  0.26
H7 1.9223 -0.6263 -2.7289  0.63
H8 1.8698 1.7391 -2.7344  -0.39
H9 0.6201 2.1195 -5.1643  0.39
H10 0.2071 3.0778 -3.7605  0.31
H11 -1.9185 2.4491 -4.3696  0.47
H12 -1.4259 0.8792 -5.0534  0.30
H13 0.9104 0.5227 3.9240  0.45
H14 2.2454 -0.3605 3.3912  0.62
H15 0.6396 -1.0919 3.2161  0.44
P1 -1.5702 -0.7720 0.7035  1.27
P2 2.0451 -0.0776 1.1844  1.51
C10 -0.1931 -1.3702 -0.2918  -0.08
C11 1.1285 -0.9895 -0.0942  -1.21
C12 -2.4587 -2.2104 1.2093  0.07
C13 -2.8492 -3.1221 0.2151  0.15
C14 -3.5488 -4.2689 0.5798  -0.80
C15 -3.8590 -4.4943 1.9175  -0.49
C16 -3.4796 -3.5832 2.9072  -0.60
C17 -2.7826 -2.4314 2.5607  -0.30
C18 -2.7898 0.5260 0.2649  1.26
C19 -2.3692 1.8516 -0.0487  -1.22
C20 -3.2823 2.9124 -0.0229  -0.61
C21 -4.6209 2.6819 0.2767  -0.74
C22 -5.0659 1.3610 0.4219  -0.59
C23 -4.1687 0.2972 0.4218  -1.10
C24 3.5003 -1.1719 1.3852  0.03
C25 3.2497 -2.4756 1.8582  -0.23
C26 4.3075 -3.2984 2.2380  -0.71
C27 5.6172 -2.8206 2.1080  -0.44
C28 5.8817 -1.5831 1.5253  -0.67
C29 4.8192 -0.7494 1.1777  -0.37
C30 2.7034 1.6172 0.7723  0.32
C31 2.8333 2.6123 1.7678  -0.66
C32 3.0796 3.9417 1.4116  -0.52
C33 3.2207 4.3069 0.0761  -0.55
C34 3.3018 3.3107 -0.8980  -0.60
C35 3.1215 1.9699 -0.5303  -0.49
H16 -0.3426 -2.2503 -0.9878  0.39
H17 1.7713 -1.5729 -0.7800  0.70
H18 -2.5971 -2.9465 -0.8269  0.21
H19 -3.8453 -5.0078 -0.1606  0.42
H20 -4.4448 -5.3648 2.2044  0.37
H21 -3.7268 -3.8005 3.9459  0.40
H22 -2.4731 -1.6921 3.2955  0.41
H23 -1.3093 2.0716 -0.2641  0.36
H24 -2.9555 3.9390 -0.1967  0.41
H25 -5.3402 3.5043 0.2722  0.36
H26 -6.1291 1.1684 0.5507  0.39
H27 -4.5122 -0.7232 0.5875  0.39
H28 2.2286 -2.8316 1.9931  0.29
H29 4.1336 -4.2875 2.6637  0.39
H30 6.4468 -3.4332 2.4419  0.37
H31 6.9086 -1.2515 1.3608  0.39
H32 5.0093 0.2486 0.7921  0.31
H33 2.6947 2.3669 2.8171  0.34
H34 3.1195 4.7299 2.1654  0.38
H35 3.3453 5.3544 -0.2028  0.39
H36 3.4675 3.6023 -1.9357  0.41
H37 3.2542 1.1935 -1.2862  0.69
C36 -1.5598 2.0441 3.2923  -1.58
H38 -1.2601 1.7042 4.2958  0.44
H39 -2.5877 1.7537 3.0251  0.28
H40 -1.3954 3.1186 3.1245  0.33

=====

[2]
Density functional theory data (ωB97M-V/def2-TZVPD) for a cluster of 2 separate species, C4H4O2 in total in a non-equilibrium geometry.

Output
energy relative to the best compared isomer or geometry (same formula, charge and spin) = 580.6 kJ/mol
frontier orbital gap = 8.59 eV
highest occupied orbital energy = -0.39571 hartree

Each line ends with the Mulliken charge.
CARTESIAN COORDINATES (ANGSTROEM)
C1 3.3184 -0.0094 -0.0195  0.09
C2 2.1544 0.1508 -0.0160  -0.39
C3 -0.5828 -0.3764 0.0560  0.84
C4 -2.0490 0.1578 -0.0214  -1.03
O1 -0.1041 -1.4541 0.2067  -0.49
O2 0.1935 0.7031 0.0935  -0.37
H1 4.2789 -0.3336 0.0527  0.42
H2 -1.9886 0.6979 -0.9735  0.30
H3 -2.2939 1.0390 0.5162  0.36
H4 -2.9269 -0.5751 0.1052  0.27

=====

[3]
Density functional theory data (ωB97M-V/def2-TZVPD) for the molecule C3H6O2S in a non-equilibrium geometry.

Output
energy relative to the best compared isomer or geometry (same formula, charge and spin) = 281.6 kJ/mol
frontier orbital gap = 9.47 eV
highest occupied orbital energy = -0.32753 hartree
SMILES = OCCOC=S

Each line ends with the Mulliken charge.
CARTESIAN COORDINATES (ANGSTROEM)
O1 0.1586 0.8948 -2.0847  -0.47
C1 0.8759 1.1220 -0.8549  -0.28
C2 1.1607 -0.2451 -0.2722  -0.86
O2 0.0557 -1.1350 -0.3803  -0.32
C3 -0.9250 -0.9251 0.4250  0.13
S1 -0.8309 0.0425 1.7074  -0.32
H1 0.8496 0.4193 -2.5013  0.30
H2 1.9069 1.4893 -0.9675  0.32
H3 0.3969 1.8283 0.0736  0.28
H4 2.0638 -0.6796 -0.8244  0.45
H5 1.5273 0.0167 0.6179  0.48
H6 -1.8341 -1.5443 0.2157  0.32

=====

[4]
Density functional theory data (ωB97M-V/def2-TZVPD) for the molecule C4H5FO in a non-equilibrium geometry.

Output
energy relative to the best compared isomer or geometry (same formula, charge and spin) = 306.1 kJ/mol
frontier orbital gap = 10.37 eV
highest occupied orbital energy = -0.36556 hartree
SMILES = O=C1CC(F)C1

Each line ends with the Mulliken charge.
CARTESIAN COORDINATES (ANGSTROEM)
O1 2.4214 -0.0797 -0.2792  -0.57
C1 1.1836 -0.0478 -0.1810  0.58
C2 0.1777 1.2441 -0.0420  -0.98
C3 -0.8101 0.0562 0.4336  0.38
F1 -1.9113 -0.1206 -0.5062  -0.34
C4 0.2709 -0.9729 -0.0322  -0.61
H1 -0.5696 1.2913 -1.1449  0.23
H2 0.4786 2.0409 0.3776  0.48
H3 -1.1720 -0.0577 1.5237  0.32
H4 -0.3612 -1.5188 -0.8374  0.25
H5 0.2920 -1.8349 0.6880  0.27

=====

[5]
Density functional theory data (ωB97M-V/def2-TZVPD) for a structure of composition C28H21ClI2N5O3Sn.

Output
energy relative to the best compared isomer or geometry (same formula, charge and spin) = 14.9 kJ/mol
total charge = +1
frontier orbital gap = 7.50 eV
highest occupied orbital energy = -0.38193 hartree

Each line ends with the Mulliken charge.
CARTESIAN COORDINATES (ANGSTROEM)
Sn1 -0.1518 0.6787 0.0373  1.30
O1 1.7906 1.4483 0.2429  -0.56
C1 2.5342 1.0611 1.2813  0.31
C2 3.8243 0.5640 1.0752  -0.24
C3 4.6118 0.1946 2.1469  -0.66
C4 4.1511 0.3178 3.4602  -0.77
C5 2.8897 0.8214 3.6786  -0.78
C6 2.0643 1.1843 2.6049  0.50
C7 0.7514 1.7139 2.8789  -0.29
N1 -0.1729 1.8504 2.0036  0.13
C8 -1.4683 2.3783 2.4012  -0.83
C9 -2.1354 2.8322 1.1183  -0.86
N2 -2.1198 1.6893 0.2073  0.23
C10 -3.2533 1.2571 -0.2348  -0.21
C11 -3.4949 0.1407 -1.0869  1.14
C12 -4.8378 -0.1673 -1.3974  -0.80
C13 -5.1520 -1.2343 -2.1936  -0.84
C14 -4.1113 -2.0256 -2.7040  -0.50
C15 -2.7946 -1.7494 -2.4223  -0.88
C16 -2.4521 -0.6578 -1.6075  -0.04
O2 -1.1833 -0.4016 -1.3866  -0.28
H1 4.1891 0.4744 0.0597  0.48
H2 5.6050 -0.1945 1.9629  0.44
H3 4.7790 0.0293 4.2907  0.43
H4 2.5149 0.9357 4.6891  0.43
H5 0.5450 2.0028 3.9124  0.41
H6 -1.3628 3.1977 3.1138  0.54
H7 -2.0627 1.5817 2.8578  0.27
H8 -1.5600 3.6484 0.6738  0.24
H9 -3.1544 3.1782 1.2941  0.47
H10 -4.1456 1.8076 0.0710  0.21
H11 -5.6223 0.4594 -0.9887  0.41
H12 -6.1812 -1.4659 -2.4263  0.42
H13 -4.3480 -2.8737 -3.3338  0.43
H14 -1.9922 -2.3585 -2.8169  0.50
Cl1 1.9493 -6.0249 0.4617  -0.25
C17 1.2281 -4.4755 0.7343  0.50
C18 0.3505 -4.3046 1.7637  -0.35
C19 -0.2478 -3.0502 2.0100  -0.04
I1 -1.5582 -2.8304 3.6048  0.03
C20 0.0324 -1.9617 1.2213  -0.01
O3 -0.4738 -0.7570 1.4352  -0.54
C21 0.9491 -2.1483 0.1440  0.55
N3 1.2029 -1.0552 -0.6151  0.98
C22 2.0433 -1.1307 -1.6178  -0.63
C23 2.6989 -2.3255 -1.9475  -1.18
C24 2.4549 -3.4471 -1.2029  -0.81
C25 1.5580 -3.3895 -0.1155  -0.27
H15 0.1095 -5.1410 2.4049  0.45
H16 2.2027 -0.2228 -2.1876  0.62
H17 3.3823 -2.3480 -2.7840  0.46
H18 2.9420 -4.3839 -1.4370  0.47
I2 -0.9453 3.9721 -5.2981  0.15
C26 -0.1449 3.2260 -3.5582  -0.97
C27 1.0519 3.5851 -2.9609  -0.16
N4 1.1818 2.8415 -1.8584  0.05
N5 0.1287 2.0276 -1.7008  0.45
C28 -0.6886 2.2468 -2.7262  -0.38
H19 1.8035 4.2978 -3.2556  0.49
H20 1.9060 2.7827 -1.1486  0.06
H21 -1.6107 1.6981 -2.8290  0.57

=====

[6]
Density functional theory data (ωB97M-V/def2-TZVPD) for a structure of composition H3IO3P in a non-equilibrium geometry.

Output
energy relative to the best compared isomer or geometry (same formula, charge and spin) = 238.9 kJ/mol
total charge = +1
frontier orbital gap (alpha / beta) = 6.61 / 6.77 eV
highest occupied orbital energy (alpha / beta) = -0.53473 / -0.52802 hartree

Each line ends with the Mulliken charge.
CARTESIAN COORDINATES (ANGSTROEM)
O1 -0.0893 1.2649 -0.7780  -0.38
O2 0.6023 0.3735 1.3192  -0.41
O3 1.0652 -1.0737 -0.6451  -0.33
P1 0.0532 -0.1619 0.0284  0.69
I1 -3.0376 -1.0799 -0.3988  0.28
H1 -0.1118 1.9946 -0.1648  0.36
H2 0.7330 -0.0098 2.1717  0.39
H3 0.7850 -1.3077 -1.5325  0.41

=====

[7]
Density functional theory data (ωB97M-V/def2-TZVPD) for the ion C3H3N2O2 with charge -1 in a non-equilibrium geometry.

Output
energy relative to the best compared isomer or geometry (same formula, charge and spin) = 401.6 kJ/mol
total charge = -1
frontier orbital gap (alpha / beta) = 6.39 / 7.18 eV
highest occupied orbital energy (alpha / beta) = -0.12244 / -0.14250 hartree

Each line ends with the Mulliken charge.
CARTESIAN COORDINATES (ANGSTROEM)
C1 -0.1981 -0.1999 0.1430  -0.12
C2 -0.7712 -1.3138 0.6520  -0.61
C3 3.2331 0.0404 0.9836  0.60
N1 1.1230 0.1083 0.2773  0.40
N2 1.9254 -0.5483 1.0042  -0.56
O1 4.0086 -0.5473 1.7629  -0.66
O2 3.3959 0.9725 0.1659  -0.74
H1 -0.8743 0.5237 -0.3083  0.33
H2 -1.9161 -1.2651 0.8160  0.06
H3 1.7452 0.9158 -0.1311  0.31

=====

[8]
Density functional theory data (ωB97M-V/def2-TZVPD) for a cluster of 3 separate species, C26H17NO6 in total.

Output
frontier orbital gap = 7.99 eV
highest occupied orbital energy = -0.35375 hartree
SMILES = O=C1NC(=O)c2cc(-c3ccccc3)ccc21.O=C1C=CC(=O)C=C1.O=C1C=CC(=O)C=C1

Each line ends with the Mulliken charge.
CARTESIAN COORDINATES (ANGSTROEM)
O1 3.1093 -0.6991 2.9344  -0.59
C1 2.3410 -0.7928 2.0163  0.22
N1 2.7163 -0.9547 0.6585  0.13
C2 1.5718 -1.0460 -0.1623  -0.08
O2 1.5789 -1.2303 -1.3505  -0.61
C3 0.3925 -0.9563 0.7430  -0.08
C4 -0.9592 -0.9872 0.4514  -0.15
C5 -1.8537 -0.8771 1.5154  0.72
C6 -3.3219 -0.9025 1.2631  -0.28
C7 -4.0307 0.2813 1.0708  -0.29
C8 -5.3964 0.2374 0.8281  -0.50
C9 -6.0646 -0.9771 0.7820  -0.43
C10 -5.3613 -2.1588 0.9742  -0.63
C11 -3.9925 -2.1190 1.2094  -0.26
C12 -1.3763 -0.7507 2.8323  -0.16
C13 -0.0163 -0.7244 3.1145  -1.01
C14 0.8533 -0.8204 2.0432  0.12
H1 3.5091 -0.3978 0.3521  0.23
H2 -1.3124 -1.0830 -0.5668  0.56
H3 -3.5132 1.2302 1.1159  0.59
H4 -5.9608 1.1495 0.6815  0.35
H5 -7.1296 -1.0131 0.5945  0.38
H6 -5.8605 -3.1182 0.9468  0.36
H7 -3.4398 -3.0399 1.3501  0.43
H8 -2.1030 -0.6721 3.6314  0.51
H9 0.3634 -0.6244 4.1219  0.49
O3 -2.4680 3.3178 0.5545  -0.59
C15 -2.7354 3.6225 -0.5887  0.46
C16 -4.1358 3.8781 -1.0085  -0.22
C17 -4.4306 4.2043 -2.2635  -0.38
C18 -3.3703 4.3278 -3.2971  0.35
O4 -3.6391 4.6270 -4.4392  -0.54
C19 -1.9693 4.0711 -2.8753  -0.36
C20 -1.6754 3.7454 -1.6197  -0.44
H10 -4.8900 3.7835 -0.2373  0.46
H11 -5.4432 4.3953 -2.5951  0.41
H12 -1.2149 4.1647 -3.6459  0.41
H13 -0.6632 3.5522 -1.2878  0.44
O5 8.0329 -4.1391 -1.9140  -0.54
C21 7.4804 -3.1862 -1.4106  0.34
C22 7.9457 -1.7997 -1.6760  -0.39
C23 7.3372 -0.7511 -1.1295  -0.41
C24 6.1711 -0.9257 -0.2300  0.52
O6 5.5867 0.0351 0.2321  -0.61
C25 5.7178 -2.3086 0.0549  -0.12
C26 6.3158 -3.3562 -0.5053  -0.45
H14 8.7940 -1.7009 -2.3410  0.40
H15 7.6480 0.2687 -1.3172  0.42
H16 4.8682 -2.4051 0.7173  0.39
H17 5.9938 -4.3744 -0.3287  0.43